Molecular formula: C50H84Br2NO21
Method: DFT, ωB97M-V with the def2-TZVPD basis set

```
! RIJCOSX wB97M-V def2-TZVPD def2/J DEFGRID3
* xyz 1 1
C -1.331 -4.989 1.180
C -1.127 -3.484 1.056
C -0.076 -3.080 0.020
C -0.230 -3.731 -1.356
C -0.626 -2.779 -2.481
C 0.344 -1.601 -2.694
C -0.012 -0.277 -2.018
C -1.494 0.102 -2.095
C -1.788 1.607 -2.065
C -0.992 2.369 -1.014
C -1.518 2.134 0.391
C -0.470 2.392 1.447
C -0.913 2.002 2.850
C 0.215 1.515 3.725
C 1.455 2.377 3.681
C 2.403 2.096 4.806
C 2.949 0.675 4.889
C 4.374 0.527 4.370
C 4.560 1.081 2.982
N 5.916 1.599 2.583
C 6.001 1.752 1.300
C 4.776 1.250 0.650
Br 5.210 0.476 -1.048
C 4.353 0.230 1.707
Br 2.672 -0.567 1.481
H -0.452 -5.539 0.844
H -2.148 -5.318 0.538
H -1.602 -5.282 2.192
H -0.784 -3.095 2.021
H -2.067 -2.966 0.857
H -0.100 -1.994 -0.071
H 0.904 -3.336 0.426
H -0.967 -4.533 -1.328
H 0.707 -4.209 -1.637
H -0.630 -3.370 -3.398
H -1.661 -2.470 -2.328
H 0.503 -1.442 -3.760
H 1.311 -1.920 -2.294
H 0.553 0.515 -2.512
H 0.325 -0.259 -0.980
H -1.935 -0.379 -2.968
H -1.990 -0.339 -1.226
H -2.848 1.723 -1.818
H -1.681 2.071 -3.046
H -1.081 3.436 -1.226
H 0.058 2.101 -1.049
H -2.372 2.797 0.561
H -1.861 1.101 0.506
H -0.217 3.452 1.427
H 0.421 1.824 1.150
H -1.623 1.175 2.778
H -1.397 2.863 3.316
H 0.489 0.520 3.370
H -0.116 1.460 4.759
H 1.972 2.220 2.728
H 1.165 3.429 3.718
H 1.971 2.414 5.752
H 3.265 2.752 4.628
H 2.966 0.361 5.930
H 2.311 -0.049 4.389
H 4.657 -0.527 4.370
H 5.038 1.072 5.048
H 3.919 1.961 2.852
H 6.646 1.797 3.264
H 6.884 2.155 0.817
H 4.020 2.026 0.528
H 5.114 -0.552 1.698
C 7.195 -2.477 -0.461
C 6.877 -3.965 -0.453
C 7.013 -4.685 -1.780
O 6.068 -5.750 -1.643
C 5.100 -5.346 -0.786
O 4.069 -5.909 -0.601
O 5.481 -4.194 -0.168
H 7.539 -2.136 -1.438
H 6.302 -1.908 -0.193
H 7.983 -2.242 0.255
H 7.451 -4.482 0.318
H 8.006 -5.085 -1.966
H 6.708 -4.056 -2.620
C -3.018 0.767 8.585
C -2.180 -0.367 8.032
C -1.080 -0.919 8.919
O -0.127 -1.411 7.953
C -0.291 -0.693 6.824
O 0.427 -0.712 5.866
O -1.396 0.061 6.893
H -2.772 1.011 9.620
H -2.897 1.655 7.971
H -4.070 0.495 8.559
H -2.826 -1.171 7.676
H -1.398 -1.725 9.573
H -0.600 -0.134 9.509
C -1.546 -9.088 -4.010
C -2.361 -7.809 -3.917
C -1.575 -6.515 -3.984
O -2.408 -5.615 -3.239
C -3.109 -6.352 -2.343
O -3.736 -5.893 -1.437
O -2.986 -7.667 -2.620
H -0.488 -8.876 -4.169
H -1.650 -9.668 -3.095
H -1.881 -9.707 -4.840
H -3.163 -7.804 -4.658
H -1.432 -6.141 -4.994
H -0.608 -6.591 -3.480
C -2.280 4.437 -6.143
C -1.679 3.196 -6.779
C -0.385 2.711 -6.156
O 0.253 2.044 -7.251
C -0.191 2.617 -8.399
O 0.283 2.431 -9.475
O -1.242 3.429 -8.138
H -1.701 4.758 -5.279
H -2.325 5.254 -6.862
H -3.290 4.235 -5.798
H -2.409 2.385 -6.818
H -0.529 2.020 -5.330
H 0.247 3.542 -5.835
C -7.112 2.424 -3.166
C -6.098 3.330 -2.486
C -6.360 4.819 -2.590
O -5.038 5.368 -2.503
C -4.174 4.440 -2.969
O -3.027 4.640 -3.226
O -4.801 3.249 -3.120
H -7.934 2.997 -3.596
H -6.635 1.852 -3.959
H -7.546 1.720 -2.459
H -5.958 3.042 -1.442
H -6.982 5.215 -1.792
H -6.786 5.091 -3.557
C 5.494 5.308 -2.574
C 4.054 5.498 -2.127
C 3.596 4.639 -0.964
O 2.196 4.506 -1.196
C 1.986 4.623 -2.545
O 0.965 4.359 -3.099
O 3.122 5.067 -3.143
H 6.022 4.595 -1.936
H 5.525 4.943 -3.598
H 6.046 6.245 -2.534
H 3.847 6.550 -1.922
H 3.774 5.088 0.013
H 4.041 3.636 -1.009
C -3.702 -1.680 2.113
C -4.615 -0.753 2.899
C -4.539 0.717 2.535
O -4.906 1.359 3.763
C -4.569 0.529 4.777
O -4.537 0.836 5.929
O -4.242 -0.691 4.296
H -3.150 -1.139 1.342
H -2.986 -2.159 2.779
H -4.270 -2.463 1.615
H -5.649 -1.100 2.863
H -5.222 1.010 1.741
H -3.521 1.020 2.277
*
```

* E: -237780.14608 eV
* gap between HOMO and LUMO: 0.2504 Eh
* E_LUMO: -4.84 eV

=====

Molecular formula: C6H16N2
Method: DFT, ωB97M-V with the def2-TZVPD basis set

```
! RIJCOSX wB97M-V def2-TZVPD def2/J DEFGRID3
* xyz 0 1
C -3.195 -0.427 0.365
N -1.960 -1.047 -0.066
N -0.370 -0.614 0.506
C -0.141 0.156 -0.622
C -0.598 1.596 -0.687
C 1.675 0.063 -0.296
C 2.206 -1.337 -0.506
C 2.128 0.697 1.002
H -3.380 -0.490 1.450
H -3.192 0.630 0.085
H -4.060 -0.883 -0.133
H -1.981 -2.050 0.103
H -0.561 -0.009 1.307
H -0.202 -0.387 -1.563
H -1.521 1.685 -1.257
H 0.156 2.219 -1.172
H -0.762 2.004 0.309
H 1.956 0.703 -1.136
H 3.298 -1.327 -0.571
H 1.826 -1.770 -1.432
H 1.908 -1.984 0.317
H 1.846 0.077 1.852
H 3.217 0.801 1.010
H 1.708 1.694 1.136
*
```

* SMILES: CNN[C@@H](C)C(C)C
* E: -9458.29357 eV
* gap between HOMO and LUMO: 0.3481 Eh
* E_LUMO: 1.10 eV

=====

Molecular formula: C12H28LiO4
Method: DFT, ωB97M-V with the def2-TZVPD basis set

```
! RIJCOSX wB97M-V def2-TZVPD def2/J DEFGRID3
* xyz 1 1
Li 0.154 -0.260 0.120
C -0.180 -1.831 4.168
C -0.313 -0.326 4.401
C 0.115 0.309 3.088
O 0.073 -0.728 2.083
C 0.317 -1.983 2.720
H -1.147 -2.297 4.371
H 0.465 -2.348 4.879
H 0.337 0.058 5.189
H -1.313 0.029 4.641
H 1.072 0.839 3.104
H -0.603 1.053 2.730
H 1.392 -2.184 2.718
H -0.237 -2.773 2.216
C 0.055 4.059 -0.373
C 0.884 3.532 -1.520
C 0.205 2.173 -1.774
O -0.286 1.747 -0.493
C -0.150 2.829 0.477
H -0.930 4.431 -0.662
H 0.551 4.874 0.158
H 1.907 3.353 -1.183
H 0.866 4.167 -2.402
H 0.881 1.467 -2.252
H -0.659 2.353 -2.419
H 0.658 2.619 1.182
H -1.102 2.835 1.007
C 1.722 -3.024 -2.293
C 1.707 -2.407 -0.909
O 1.601 -0.959 -1.015
H 2.477 -2.626 -2.967
H 0.742 -2.924 -2.758
H 1.861 -4.107 -2.212
H 2.596 -2.629 -0.311
H 0.895 -2.802 -0.299
H 2.459 -0.664 -1.334
C -2.766 -0.220 -2.918
C -1.454 -0.852 -2.486
O -1.342 -0.931 -1.069
H -2.856 -0.282 -4.004
H -2.924 0.795 -2.565
H -3.570 -0.876 -2.564
H -0.624 -0.297 -2.917
H -1.413 -1.868 -2.889
H -2.121 -1.325 -0.666
*
```

* E: -21288.91936 eV
* gap between HOMO and LUMO: 0.4004 Eh
* E_LUMO: -2.30 eV